Model A:
Computed, not measured: a structure of composition C55H62N7PS3SbTi, with ωB97M-V/def2-TZVPD.

```
130
Properties=species:S:1:pos:R:3:mulliken_charge:R:1
Sb -3.39 -2.17 -1.78 0.357
Ti 0.81 0.40 -0.07 -0.185
S 0.75 3.36 1.76 -0.427
S 0.49 -2.45 -0.67 0.761
S -1.65 4.33 0.27 -0.371
P 1.89 1.45 -3.05 0.147
N 1.89 -4.23 0.77 0.494
N 1.60 0.53 -1.85 1.078
N 3.03 -3.18 -0.94 0.570
N -0.44 -0.20 1.47 1.519
N 2.44 0.17 1.09 1.441
N 2.59 -3.76 9.16 -0.624
N -0.44 2.13 -0.30 1.169
C 0.81 -4.19 1.75 -1.255
C 4.31 -3.60 -0.42 -1.305
C -2.24 3.41 -1.08 1.429
C 5.94 1.10 -2.89 -0.846
C 1.12 3.09 -3.06 0.766
C 1.87 -3.32 -0.27 -0.853
C 2.49 -0.36 2.36 -0.832
C 1.49 0.48 -7.04 -0.786
C -5.08 -3.18 -4.23 -1.465
C -5.30 -1.07 0.32 -1.340
C 4.14 2.93 -3.94 -0.644
C 5.50 3.13 -4.09 -0.778
C -0.38 3.15 0.56 -0.046
C 2.25 -5.60 0.43 -1.218
C -6.20 -3.17 -0.70 -1.493
C 1.78 1.18 -5.88 -0.313
C 3.69 0.64 0.80 -0.613
C 1.45 3.96 -2.02 -0.448
C 1.61 -1.46 4.39 0.569
C 1.45 0.65 -4.64 0.502
C 2.55 -2.48 4.52 -0.367
C -3.19 -4.30 -1.45 0.474
C 0.55 -1.30 -5.72 -0.911
C -3.28 3.67 -1.95 -0.667
C 4.55 0.41 1.85 -1.842
C 6.40 2.22 -3.57 -0.600
C -1.75 1.34 -2.23 0.745
C 3.80 -0.22 2.85 -0.446
C -3.55 2.76 -2.97 -0.990
C -1.13 -1.32 3.31 -0.685
C -2.79 1.60 -3.10 -1.230
C 0.87 5.21 -1.94 -0.795
C -1.79 -0.35 1.41 -0.135
C 4.57 0.90 -2.74 -0.076
C -5.38 -1.91 -0.95 0.269
C 0.93 -1.04 5.54 -0.171
C 1.35 -0.84 3.08 0.798
C 2.80 -3.07 5.74 -1.006
C 0.84 -0.59 -4.56 -0.351
C -2.87 -2.15 -4.81 -1.238
C -4.05 -2.13 -3.85 0.391
C 2.38 -3.26 8.14 -0.022
C 1.18 -1.62 6.77 -1.026
C -1.46 2.25 -1.22 -1.623
C -0.05 5.61 -2.91 -0.631
C 3.06 -2.46 -2.21 -0.677
C -2.13 -4.94 -2.33 -1.454
C 2.11 -2.64 6.87 0.549
C 3.66 1.81 -3.27 0.755
C -2.84 -4.48 0.02 -1.074
C -0.39 4.75 -3.94 -0.667
C 0.87 -0.77 -6.96 -0.678
C -2.26 -1.03 2.51 -1.770
C -0.02 -0.77 2.65 -0.452
C 0.19 3.49 -4.02 -0.688
H -2.37 -3.12 -4.83 0.279
H 1.17 -4.67 2.66 0.354
H 6.63 0.40 -2.45 0.462
H 4.20 0.06 -2.17 0.093
H -1.12 5.05 -4.68 0.366
H -2.37 -4.87 -3.39 0.251
H -3.56 -4.02 0.70 0.159
H 2.52 -1.50 -2.12 -0.365
H 1.74 0.90 -8.01 0.413
H -3.01 0.90 -3.89 0.400
H -4.16 -4.76 -1.66 0.484
H -4.71 -4.19 -4.04 0.217
H -0.08 -4.72 1.39 0.236
H -4.36 2.96 -3.66 0.414
H -3.88 4.57 -1.85 0.434
H -1.87 -4.03 0.23 -0.203
H 0.65 -1.32 -7.87 0.396
H 3.53 -3.87 5.82 0.442
H -3.19 -1.93 -5.84 0.477
H -5.33 -3.12 -5.29 0.479
H -5.74 -3.80 0.07 0.235
H 0.08 -2.27 -5.66 0.424
H 4.15 -0.50 3.83 0.634
H 2.65 -6.11 1.30 0.316
H -5.89 -1.33 -1.73 0.571
H -1.13 -1.86 4.24 0.659
H -3.28 -1.28 2.72 0.495
H 5.59 0.69 1.89 0.433
H -6.33 -3.78 -1.59 0.298
H -4.74 -0.15 0.17 0.232
H -1.16 -4.47 -2.18 0.152
H 0.65 -1.27 7.65 0.442
H 7.46 2.38 -3.68 0.378
H 4.20 -3.88 0.63 0.358
H 0.54 -3.16 1.97 0.439
H 2.13 3.64 -1.24 0.415
H -6.30 -0.81 0.68 0.474
H -2.11 -1.41 -4.54 -0.016
H -7.19 -2.90 -0.33 0.424
H -4.80 -1.62 1.12 0.153
H -2.34 0.04 0.56 -0.046
H 0.22 -0.23 5.46 0.607
H 0.61 -1.01 -3.59 0.568
H 5.86 4.02 -4.61 0.413
H -1.15 0.44 -2.34 0.451
H 1.10 5.86 -1.11 0.415
H 3.08 -2.82 3.64 0.645
H 4.72 -4.44 -0.98 0.379
H -4.51 -1.14 -3.91 0.392
H 5.00 -2.76 -0.49 0.413
H -2.03 -6.00 -2.09 0.467
H 2.99 -5.63 -0.36 0.460
H -6.01 -3.07 -3.67 0.314
H 3.87 1.13 -0.15 0.438
H 3.44 3.66 -4.32 0.400
H 2.27 2.14 -5.95 0.398
H -2.78 -5.55 0.28 0.554
H 4.10 -2.28 -2.47 0.459
H -0.52 6.58 -2.84 0.384
H 1.36 -6.15 0.09 0.282
H 2.59 -3.05 -3.00 0.297
H -0.10 2.82 -4.81 0.336
```

Properties
⟨S²⟩ = 2.03
frontier orbital gap (spin up / spin down) = 4.891 / 6.635 eV
net charge = -1
LUMO energy (spin up / spin down) = 2.110 / 2.108 eV
spin multiplicity = 3
E_HOMO (spin up / spin down) = -2.781 / -4.528 eV

=====

Model B:
Computed, not measured: a structure of composition C55H62N7PS3SbTi, with ωB97M-V/def2-TZVPD.

```
130
Properties=species:S:1:pos:R:3:mulliken_charge:R:1
Sb -2.00 -1.97 2.03 -0.276
Ti -0.09 0.42 -0.64 0.321
S -0.89 2.86 -1.44 -0.373
S -3.90 2.48 -1.68 -0.439
S -0.20 -3.00 -1.15 0.071
P 0.45 2.41 1.85 1.728
N 1.86 -0.10 -0.49 1.750
N -0.18 1.16 1.18 0.742
N -0.58 -3.78 -3.71 0.176
N -2.22 0.61 -1.09 1.307
N 1.59 -3.35 -3.06 0.466
N 8.42 2.41 -6.11 -0.608
N 0.28 0.18 -2.70 1.129
C -0.63 -2.99 -4.94 -1.177
C -0.55 3.43 4.32 -0.631
C -0.69 0.17 -3.66 -0.646
C 2.92 0.28 -1.30 -0.665
C -1.16 -3.17 3.64 0.237
C 6.03 2.26 -3.54 -1.279
C 4.17 0.58 -4.71 -0.655
C 1.98 0.82 3.47 -0.124
C -1.56 3.97 5.10 -0.692
C -1.89 -4.26 -3.31 -1.010
C 2.58 -2.83 -2.11 -1.053
C -1.97 3.57 2.39 -0.138
C -3.44 -0.02 -1.33 -2.753
C 2.63 4.51 -0.87 -0.452
C -3.13 -0.54 3.16 0.109
C 3.91 1.07 -3.42 0.791
C -2.20 0.33 4.01 -0.772
C 4.88 1.92 -2.85 -0.066
C -0.21 0.65 -4.86 -1.974
C 1.15 0.97 -4.65 -0.498
C -2.98 4.13 3.16 -0.722
C 6.26 1.76 -4.82 0.465
C 5.32 0.91 -5.39 -0.994
C 4.11 -0.06 -0.65 -0.320
C -5.98 -1.01 -1.88 -0.909
C 3.02 0.50 4.34 -0.185
C -4.52 -3.75 2.79 -1.699
C -2.27 1.91 -1.34 0.474
C -3.90 0.34 2.16 -1.273
C 2.84 3.05 3.24 -0.739
C -4.49 0.85 -1.64 1.504
C 2.39 -0.69 0.62 -0.429
C 0.59 5.09 0.92 -0.530
C 1.44 0.65 -3.31 -0.433
C -0.74 3.23 2.96 0.068
C -3.13 -4.54 0.85 -1.500
C 2.13 5.80 -0.79 -0.802
C -3.65 -3.31 1.61 1.051
C 2.71 0.71 -2.65 0.667
C -1.85 -3.10 5.00 -1.542
C 7.46 2.12 -5.54 -0.087
C 1.07 3.79 0.83 0.207
C -4.93 -1.87 -1.58 -0.954
C 3.88 2.73 4.11 -0.680
C 1.89 2.09 2.91 0.318
C 0.33 -2.83 3.79 -1.395
C -5.77 0.37 -1.91 -0.452
C 3.76 -0.68 0.57 -2.127
C -3.66 -1.39 -1.30 0.351
C 0.30 -3.38 -2.72 -0.328
C -2.77 4.33 4.52 -0.650
C 2.12 3.51 -0.06 0.297
C 1.12 6.09 0.11 -0.869
C 3.97 1.45 4.65 -0.738
C 2.13 -3.90 -4.30 -1.214
H -3.21 0.89 1.52 0.003
H -2.94 -3.15 4.93 0.273
H 0.88 -2.99 2.85 0.272
H 1.74 -1.10 1.38 0.113
H -2.45 -4.27 0.04 0.306
H -2.58 -5.21 1.52 0.356
H 1.83 1.41 -5.36 0.862
H -5.10 -2.94 -1.56 0.424
H -0.21 5.33 1.60 0.348
H 6.76 2.93 -3.09 0.457
H -4.27 -2.73 0.92 -0.059
H 3.03 -4.46 -4.06 0.498
H 5.50 0.50 -6.38 0.454
H 3.08 -0.50 4.75 0.474
H 1.23 0.09 3.21 -0.471
H 3.54 -2.77 -2.63 0.364
H 1.41 -4.58 -4.75 0.397
H -6.58 1.04 -2.15 0.433
H 2.66 -3.49 -1.25 0.327
H -3.83 -1.08 3.79 0.637
H 4.43 -1.07 1.33 0.463
H 5.11 0.07 -1.04 0.705
H -1.69 -0.17 -3.44 0.625
H -2.74 1.18 4.44 0.423
H 0.80 -3.46 4.56 0.494
H 2.38 -3.12 -5.01 0.260
H 4.79 1.20 5.32 0.370
H 0.47 -1.79 4.08 0.194
H -0.77 0.76 -5.78 0.421
H -0.65 -3.64 -5.82 0.296
H -1.81 -4.93 -2.46 0.384
H -3.92 4.39 2.70 0.442
H -1.52 -3.93 5.64 0.375
H 2.78 4.05 2.83 0.435
H 0.39 3.15 4.78 0.371
H -4.55 -0.25 1.50 0.350
H -1.53 -2.37 -4.94 0.376
H -1.24 -4.18 3.24 0.537
H 0.73 7.10 0.19 0.390
H -2.32 -4.79 -4.16 0.344
H -4.53 1.06 2.69 0.480
H -2.83 -2.05 -1.08 1.174
H -3.56 4.75 5.13 0.339
H -2.56 -3.43 -3.04 0.326
H 4.72 2.31 -1.86 0.651
H -6.97 -1.40 -2.09 0.399
H -3.96 -4.38 3.48 0.295
H 4.62 3.48 4.36 0.414
H -1.60 -2.18 5.52 0.334
H -4.92 -2.91 3.35 0.394
H 2.30 -1.85 -1.76 -0.073
H 2.53 6.58 -1.43 0.380
H -2.13 3.39 1.33 0.137
H -1.76 -0.23 4.84 -0.030
H 2.52 2.50 -0.13 0.259
H -3.96 -5.12 0.42 0.405
H 3.45 -0.10 -5.15 0.548
H 3.42 4.28 -1.58 0.370
H 0.22 -2.31 -5.01 0.362
H -1.39 0.72 3.40 -0.106
H -5.37 -4.34 2.43 0.464
H -1.41 4.12 6.16 0.377
```

Properties
⟨S²⟩ = 2.03
frontier orbital gap (spin up / spin down) = 5.291 / 6.781 eV
net charge = -1
LUMO energy (spin up / spin down) = 2.309 / 2.122 eV
spin multiplicity = 3
E_HOMO (spin up / spin down) = -2.982 / -4.659 eV

=====

Which of them is most stable? Easy: model B.

=====

Model A:
Computed, not measured: the molecule C3H6ClNO, with ωB97M-V/def2-TZVPD.

```
12
Properties=species:S:1:pos:R:3:nbo_charge:R:1
Cl 0.50 -0.82 -0.03 0.241
O -2.08 -0.17 0.70 -0.371
N -2.46 -0.62 -0.68 -0.501
C 2.14 -0.68 -0.23 -0.289
C 2.93 0.40 -0.07 -0.548
C -1.03 0.57 0.50 -0.037
H -0.82 1.09 1.44 0.207
H -0.97 1.12 -0.45 0.202
H 3.96 0.38 -0.43 0.210
H 2.80 1.24 0.56 0.179
H -3.29 -1.27 -0.48 0.361
H -1.67 -1.24 -0.83 0.345
```

Properties
frontier orbital gap (spin up / spin down) = 7.618 / 7.621 eV
LUMO energy (spin up / spin down) = 0.335 / 0.336 eV
E_HOMO (spin up / spin down) = -7.283 / -7.285 eV

=====

Model B:
Computed, not measured: the molecule C3H6ClNO, with ωB97M-V/def2-TZVPD.

```
12
Properties=species:S:1:pos:R:3:nbo_charge:R:1
Cl 0.16 1.92 -1.34 -0.019
O 0.06 0.95 1.62 -0.694
N 1.31 -0.66 -0.16 -0.853
C -0.78 0.27 0.76 0.084
C -0.80 0.60 -0.70 -0.272
C -0.13 -0.67 -0.23 -0.112
H -1.74 0.01 1.26 0.194
H -1.74 0.47 -1.22 0.228
H 1.65 -1.53 0.24 0.378
H -0.65 -1.60 -0.49 0.196
H 1.72 -0.50 -1.06 0.381
H 0.95 0.74 1.31 0.491
```

Properties
frontier orbital gap = 10.110 eV
LUMO energy = 0.784 eV
SMILES = N[C@H]1[C@@H](O)[C@H]1Cl
E_HOMO = -9.326 eV

=====

Which of them is most stable? Easy: model B.

=====

Model A:
Computed, not measured: a structure of composition C2H10N4O, with ωB97M-V/def2-TZVPD.

```
17
Properties=species:S:1:pos:R:3:nbo_charge:R:1
O 1.27 1.05 0.64 -0.720
N 1.27 -1.55 -0.42 -0.862
N -0.49 -0.56 0.85 -0.647
N 0.96 2.22 -0.11 -0.538
N -0.36 -0.08 -1.45 -0.779
C 0.23 -0.61 -0.45 0.636
C -1.92 -0.23 0.80 -0.410
H 2.00 -1.32 0.23 0.401
H 1.80 2.43 -0.65 0.321
H -2.47 -0.98 0.23 0.206
H -0.30 -1.41 1.37 0.403
H 1.65 -1.74 -1.34 0.384
H -2.30 -0.17 1.82 0.207
H 0.25 0.46 1.29 0.486
H 0.20 -0.14 -2.29 0.352
H 0.25 1.92 -0.80 0.325
H -2.03 0.72 0.29 0.235
```

Properties
frontier orbital gap = 8.314 eV
LUMO energy = 0.771 eV
E_HOMO = -7.543 eV

=====

Model B:
Computed, not measured: a cluster of 2 separate species, C2H10N4O in total, with ωB97M-V/def2-TZVPD.

```
17
Properties=species:S:1:pos:R:3:nbo_charge:R:1
O -0.11 -1.97 -1.21 -0.553
N -2.50 0.19 0.12 -0.672
N -1.79 1.27 -0.47 -0.664
N 0.05 -1.35 0.03 -0.186
N 1.69 0.12 -0.88 -0.858
C 1.05 0.21 1.50 -0.656
C 0.84 -0.35 0.13 0.333
H -2.55 0.38 1.12 0.333
H 2.10 -0.56 -1.50 0.385
H 0.87 1.28 1.50 0.224
H 2.36 0.82 -0.59 0.396
H 0.34 -1.46 -1.90 0.441
H -0.75 1.06 -0.45 0.311
H 0.37 -0.27 2.20 0.249
H -2.06 1.30 -1.45 0.341
H 2.08 0.03 1.83 0.223
H -1.99 -0.70 0.02 0.351
```

Properties
frontier orbital gap = 9.535 eV
LUMO energy = 0.524 eV
SMILES = C/C(N)=N/O.NN
E_HOMO = -9.011 eV

=====

Which of them is most stable? Easy: model B.

=====

Model A:
Computed, not measured: a cluster of 2 separate species, CH3ClIN in total, with ωB97M-V/def2-TZVPD.

```
7
Properties=species:S:1:pos:R:3:nbo_charge:R:1
I 0.38 -0.90 3.17 0.183
Cl 1.17 -2.50 0.75 0.099
N -0.19 1.15 -1.23 -1.075
C 0.26 -1.17 1.12 -0.283
H -0.60 0.73 -2.10 0.352
H -0.49 0.56 -0.56 0.362
H -0.52 2.14 -1.14 0.363
```

Properties
frontier orbital gap = 8.055 eV
LUMO energy = -1.287 eV
E_HOMO = -9.342 eV

=====

Model B:
Computed, not measured: a cluster of 2 separate species, CH3ClIN in total, with ωB97M-V/def2-TZVPD.

```
7
Properties=species:S:1:pos:R:3:nbo_charge:R:1
I 2.92 0.88 -0.57 -0.102
Cl -1.28 -2.23 -0.44 -0.081
N -0.50 -0.17 0.88 -0.616
C -0.25 -0.90 -0.06 0.104
H -1.37 -0.28 1.50 0.383
H 0.61 -0.99 -0.72 0.203
H 2.14 2.28 -0.70 0.108
```

Properties
frontier orbital gap = 10.590 eV
LUMO energy = 0.536 eV
SMILES = [H]/N=C\Cl.I
E_HOMO = -10.054 eV

=====

Which of them is most stable? Easy: model B.